A molecular structure, C11H23O at a distorted geometry, computed with ωB97M-V with the def2-TZVPD basis set.

The geometry in XYZ format:
```
35
Properties=species:S:1:pos:R:3
C 0.611 -1.754 -1.855
C 1.817 -1.251 -1.045
C -0.692 -1.500 -1.148
C 1.499 -1.113 0.433
C -0.544 0.216 -0.206
C -2.147 -0.543 1.672
C -1.101 1.339 -2.437
C 1.592 0.856 2.786
C -1.838 0.447 0.553
C -0.215 1.324 -1.193
C 1.156 1.132 1.359
O 0.537 -0.056 0.775
H 0.615 -1.289 -2.841
H 0.698 -2.832 -2.009
H 2.646 -1.955 -1.131
H 2.178 -0.300 -1.437
H -1.548 -1.358 -1.789
H -0.904 -2.189 -0.344
H 1.065 -2.038 0.817
H 2.408 -0.898 0.992
H -2.245 -1.559 1.301
H -3.096 -0.269 2.127
H -1.389 -0.521 2.448
H -2.153 1.379 -2.174
H -0.927 0.470 -3.060
H -0.869 2.224 -3.023
H 1.864 1.799 3.253
H 2.452 0.195 2.847
H 0.776 0.421 3.358
H -1.826 1.456 0.980
H -2.649 0.424 -0.174
H -0.341 2.288 -0.691
H 0.823 1.259 -1.517
H 0.385 1.902 1.368
H 1.992 1.467 0.740
```

Summary:
LUMO = -2.3 eV
maximum force = 4.56 eV Å⁻¹
E_HOMO = -13.76 eV
total charge = +1
E_tot = -507.85200 a.u.
ΔE to the lowest compared entry with this formula, charge and spin = 0.00 kcal/mol
frontier orbital gap = 11.432 eV